1.
Density functional theory data (the ωB97M-V functional and the def2-TZVPD basis) for a cluster of 25 separate species, C43H68Cl48F4NO3PS2 in total at a distorted geometry.

Properties
Frontier orbital gap in eV: 7.82
LUMO in Eh: -0.0059
HOMO energy in eV: -8.0

The geometry in XYZ format:
```
170
Properties=species:S:1:pos:R:3:forces:R:3:lowdin_charge:R:1
C 2.285 2.376 2.298 -0.6 -0.3 1.6 -0.12
C 0.684 2.343 2.621 0.7 -0.6 -0.4 -0.23
C -0.187 2.382 1.245 0.3 0.4 0.9 -0.18
C -1.406 1.307 1.254 -0.1 0.0 0.0 -0.28
C -2.845 2.008 1.588 0.2 0.0 0.2 -0.07
C -1.456 0.411 -0.083 -0.1 -1.7 -2.2 0.00
C -2.043 0.964 -1.441 1.2 -2.4 -0.8 -0.04
C -2.591 2.468 -1.617 -1.7 -1.7 0.4 -0.17
O -1.642 3.493 -1.199 0.1 1.6 -2.6 -0.03
C -1.460 4.493 -2.175 1.5 -0.4 1.2 -0.45
F -0.386 5.319 -1.700 -3.1 -1.7 -1.3 0.05
F -2.641 5.272 -2.329 3.1 -1.8 -0.2 0.08
F -0.995 3.950 -3.410 -1.7 1.7 2.7 0.08
C -2.139 0.079 -2.742 1.6 -1.4 3.3 0.01
C -1.634 -1.387 -2.720 -0.8 2.1 3.2 -0.26
P -1.793 -2.490 -4.270 -0.6 -0.9 -1.0 0.34
O -2.779 -1.693 -5.446 1.7 -0.6 2.1 -0.36
O -2.689 -3.908 -3.860 1.0 2.8 -0.9 -0.33
S -0.067 -2.960 -5.035 -0.6 0.3 0.8 0.24
C -1.029 -1.917 -1.396 -0.9 2.0 0.7 -0.35
C -0.909 -1.070 -0.069 -1.5 1.6 -3.5 -0.11
N -0.292 -1.718 1.096 -1.9 -0.8 -1.5 0.02
C -0.908 -3.000 1.470 -1.3 -2.7 1.9 -0.19
C -1.372 -3.185 2.938 -0.4 -3.3 -3.4 -0.01
C -2.009 -4.567 3.304 1.4 1.0 -3.5 -0.10
C -2.145 -5.720 2.244 1.1 2.7 -0.6 -0.02
C -1.648 -5.536 0.762 0.0 3.0 2.9 -0.14
F -1.784 -6.567 -0.210 0.3 2.5 2.4 -0.03
C -1.043 -4.160 0.408 -0.7 0.4 2.1 -0.31
S -0.417 -3.682 -1.291 -1.1 0.9 1.3 0.88
H 2.674 3.443 2.177 -0.5 -1.5 -0.2 0.07
H 2.785 1.941 3.246 -0.6 0.8 -1.6 0.01
H 2.546 1.669 1.442 -0.4 1.2 1.0 0.07
H 0.391 3.180 3.353 0.4 -1.1 -1.2 0.09
H 0.529 1.353 3.207 0.0 1.5 -1.0 0.10
H 0.558 2.198 0.392 -1.3 0.2 1.1 0.12
H -0.589 3.462 1.174 0.6 -2.2 -0.2 0.01
H -1.202 0.641 2.181 -0.3 0.7 -1.8 0.11
H -2.802 3.146 1.404 -0.1 -1.9 0.0 0.08
H -3.706 1.513 0.993 1.4 0.9 1.0 0.09
H -3.062 1.886 2.714 0.3 0.1 -1.8 0.08
H -3.003 2.643 -2.691 1.6 -0.7 2.5 -0.03
H -3.513 2.556 -0.929 1.5 0.1 -1.0 0.13
H -2.576 0.491 -3.712 0.7 -0.5 1.6 0.05
H -2.183 -1.284 -6.128 -0.4 -0.7 0.8 0.01
H -2.605 -4.569 -4.597 0.2 0.8 0.7 -0.01
H -0.148 -1.086 1.891 -0.3 -0.5 -0.5 0.10
H -1.227 -2.319 3.660 -0.4 -1.5 -0.9 0.10
H -2.377 -4.684 4.381 0.5 -0.2 -1.9 0.10
H -2.633 -6.687 2.606 0.8 1.5 -0.8 0.04
C -2.925 -9.161 5.152 -0.2 -0.2 0.3 -0.99
Cl -1.593 -8.766 4.058 0.0 -0.1 0.1 0.55
Cl -4.356 -8.188 4.790 0.1 0.2 0.3 0.50
H -3.176 -10.215 5.039 0.0 0.2 -0.1 -0.01
H -2.612 -8.964 6.177 0.0 0.1 -0.2 0.00
C -1.151 -2.375 -9.291 -0.3 -0.2 -0.2 -1.04
Cl -1.696 -3.315 -7.897 -0.1 -0.1 -0.5 0.53
Cl -0.367 -0.875 -8.780 0.0 -0.1 0.0 0.46
H -0.439 -2.970 -9.865 -0.3 0.2 0.5 -0.07
H -2.012 -2.131 -9.912 0.1 0.0 0.2 -0.05
C 0.531 -8.515 6.976 0.3 0.0 -0.1 -1.08
Cl -0.225 -10.036 7.466 0.1 -0.1 -0.1 0.53
Cl -0.330 -7.127 7.651 0.0 0.1 0.0 0.51
H 1.560 -8.500 7.332 -0.2 0.0 0.1 0.03
H 0.514 -8.445 5.890 -0.2 0.0 0.2 -0.10
C -0.116 6.341 3.140 0.0 0.1 0.1 -1.07
Cl -1.546 6.020 4.130 0.1 -0.1 0.0 0.48
Cl -0.357 5.802 1.474 0.1 0.4 0.0 0.59
H 0.082 7.412 3.139 -0.4 -0.6 -0.1 -0.11
H 0.735 5.809 3.565 -0.2 0.0 -0.1 0.03
C 2.684 -3.265 0.558 -0.3 0.0 -0.2 -1.05
Cl 3.413 -4.841 0.223 -0.1 0.0 -0.1 0.51
Cl 3.452 -2.489 1.950 0.0 0.1 0.1 0.49
H 2.805 -2.626 -0.315 0.1 -0.1 0.2 0.03
H 1.626 -3.403 0.770 0.3 0.0 0.0 -0.04
C -2.791 6.370 7.759 -0.1 0.2 0.1 -1.01
Cl -3.571 5.340 6.552 -0.2 0.0 0.1 0.49
Cl -1.060 6.028 7.869 0.0 -0.1 0.2 0.49
H -2.929 7.413 7.477 0.1 -0.2 -0.1 0.03
H -3.250 6.186 8.730 0.1 -0.1 -0.2 0.03
C 4.151 1.979 6.553 0.2 0.0 0.2 -1.02
Cl 3.741 0.621 5.498 0.1 -0.1 0.1 0.51
Cl 3.104 3.369 6.243 0.0 0.1 0.1 0.50
H 4.030 1.670 7.590 -0.1 0.0 -0.2 0.03
H 5.185 2.268 6.372 -0.2 0.0 -0.1 0.03
C -3.710 0.193 -11.046 0.1 0.2 -0.1 -1.02
Cl -3.427 0.471 -9.323 -0.2 0.2 -0.1 0.51
Cl -4.068 -1.508 -11.373 -0.1 0.1 -0.2 0.54
H -4.556 0.800 -11.367 0.0 -0.2 0.2 0.03
H -2.818 0.480 -11.602 -0.1 -0.2 0.2 -0.02
C -3.969 -11.183 2.198 0.2 0.1 -0.3 -1.01
Cl -5.302 -10.024 2.250 0.0 -0.2 -0.3 0.49
Cl -4.089 -12.356 3.516 0.1 -0.1 0.0 0.52
H -3.998 -11.714 1.248 -0.1 0.0 0.2 0.03
H -3.027 -10.643 2.290 -0.2 0.0 0.1 0.00
C 3.118 0.831 -6.940 0.2 0.1 0.1 -1.02
Cl 1.676 0.497 -5.976 0.1 0.0 0.1 0.49
Cl 2.908 0.299 -8.613 0.2 0.0 0.0 0.48
H 3.309 1.904 -6.932 -0.1 -0.2 -0.1 0.03
H 3.965 0.302 -6.505 -0.2 0.0 -0.1 0.03
C 1.241 -10.169 2.314 0.0 0.2 -0.2 -1.01
Cl 1.529 -9.848 4.029 0.2 -0.1 -0.2 0.51
Cl 0.941 -11.887 2.027 0.0 0.0 -0.1 0.51
H 0.372 -9.599 1.989 0.1 -0.1 0.1 0.01
H 2.117 -9.863 1.745 -0.1 -0.1 0.2 0.03
C 0.883 9.390 6.963 -0.2 0.2 0.1 -0.97
Cl 0.107 8.360 5.755 -0.2 0.2 0.3 0.50
Cl 2.615 9.050 7.073 -0.1 0.1 -0.1 0.56
H 0.745 10.433 6.681 0.1 -0.2 -0.1 0.03
H 0.424 9.205 7.933 0.1 -0.1 -0.2 0.03
C 2.286 -5.638 5.222 0.1 0.2 0.1 -0.99
Cl 0.690 -5.829 4.482 0.2 0.1 0.0 0.54
Cl 3.348 -7.005 4.850 0.0 0.1 0.1 0.50
H 2.742 -4.726 4.838 -0.1 -0.2 -0.1 0.02
H 2.168 -5.566 6.303 -0.1 -0.1 -0.2 0.02
C 2.588 -3.628 -11.203 0.2 -0.1 -0.2 -1.03
Cl 1.296 -2.421 -11.143 0.7 0.1 -0.5 0.56
Cl 2.408 -4.817 -9.907 0.0 0.0 0.0 0.53
H 2.549 -4.141 -12.163 -0.1 0.1 0.3 -0.04
H 3.547 -3.124 -11.092 -0.2 0.0 0.1 0.02
C 5.079 8.528 9.496 -0.1 -0.1 -0.2 -1.01
Cl 4.544 7.592 10.901 -0.3 -0.3 -0.4 0.49
Cl 5.874 10.030 9.981 0.0 0.1 -0.3 0.49
H 5.780 7.928 8.918 0.0 0.1 0.2 0.03
H 4.210 8.771 8.885 0.2 0.0 0.4 -0.07
C -0.705 -8.066 -2.797 -0.2 0.2 0.0 -1.05
Cl 0.945 -7.910 -2.182 0.0 0.1 0.0 0.51
Cl -1.061 -9.737 -3.253 -0.1 0.0 0.0 0.50
H -1.402 -7.754 -2.023 0.2 -0.1 -0.1 0.00
H -0.817 -7.428 -3.673 0.2 -0.2 0.1 0.01
C 4.877 -3.073 -14.638 0.2 0.1 -0.2 -1.00
Cl 4.114 -4.600 -14.178 0.2 -0.1 -0.2 0.54
Cl 4.011 -1.695 -13.951 0.1 0.0 0.0 0.52
H 5.902 -3.066 -14.271 -0.2 0.0 0.1 0.03
H 4.874 -2.989 -15.724 -0.1 0.0 0.2 0.03
C -4.857 2.537 -5.618 -0.2 0.0 -0.4 -0.95
Cl -4.148 0.957 -5.966 -0.2 0.1 0.1 0.56
Cl -4.076 3.296 -4.224 -0.7 0.4 -0.9 0.66
H -4.732 3.181 -6.488 0.1 -0.1 0.2 0.03
H -5.917 2.409 -5.403 0.2 0.0 0.1 0.03
C 2.577 9.490 1.709 0.2 0.2 -0.1 -0.98
Cl 1.762 8.842 3.139 0.7 0.7 -0.1 0.56
Cl 2.088 8.620 0.250 0.0 0.0 0.0 0.54
H 2.315 10.542 1.599 -0.1 -0.2 0.0 0.03
H 3.653 9.389 1.838 -0.2 -0.1 0.0 0.03
C -3.500 0.326 -14.740 -0.2 0.1 -0.1 -1.02
Cl -1.854 0.488 -14.114 0.0 0.1 0.0 0.53
Cl -3.856 -1.348 -15.175 -0.1 0.1 0.0 0.50
H -4.203 0.650 -13.974 0.1 -0.1 -0.1 0.01
H -3.604 0.952 -15.625 0.1 -0.2 0.1 0.03
C -5.246 -5.900 -4.688 -0.3 0.2 0.1 -1.00
Cl -5.728 -5.827 -6.387 0.0 0.0 0.1 0.52
Cl -3.659 -6.658 -4.505 0.0 -0.3 0.0 0.58
H -5.202 -4.888 -4.288 0.2 -0.1 -0.1 0.02
H -5.981 -6.484 -4.136 0.2 0.0 -0.2 0.03
C 1.456 8.776 -3.604 0.0 -0.2 0.2 -1.04
Cl 2.792 9.125 -4.708 0.1 -0.1 0.0 0.50
Cl 0.060 9.805 -3.945 0.0 0.0 0.1 0.50
H 1.164 7.733 -3.720 0.0 0.2 -0.1 0.03
H 1.786 8.955 -2.581 0.0 0.1 -0.2 -0.02
C 2.406 9.402 13.598 0.2 0.1 0.0 -1.04
Cl 1.898 9.017 15.247 0.1 0.0 0.0 0.51
Cl 1.260 8.767 12.412 0.0 0.0 -0.1 0.48
H 2.465 10.484 13.490 -0.1 -0.2 0.0 0.03
H 3.384 8.958 13.416 -0.2 0.0 0.0 -0.04
C 7.869 9.356 13.261 0.1 0.3 0.2 -1.01
Cl 6.130 9.087 13.100 0.3 0.2 0.5 0.48
Cl 8.779 7.881 12.916 0.1 0.1 0.0 0.51
H 8.173 10.132 12.559 -0.1 -0.2 0.0 0.02
H 8.085 9.675 14.280 -0.1 -0.2 -0.1 0.03
```
Forces are in eV/Å.

***

2.
Density functional theory data (the ωB97M-V functional and the def2-TZVPD basis) for a cluster of 2 separate species, C4H10OS2 in total at a distorted geometry.

Properties
Frontier orbital gap in eV: 8.72
LUMO in Eh: 0.0199
SMILES: C1CCSSC1.O
HOMO energy in eV: -8.2
Energy relative to the best compared isomer or geometry (same formula, charge and spin) in eV: 0.512

The geometry in XYZ format:
```
17
Properties=species:S:1:pos:R:3:forces:R:3:lowdin_charge:R:1
S -1.326 2.378 -1.731 -1.2 -0.5 -1.9 0.43
S -0.275 2.785 -0.103 0.2 -0.1 1.0 0.47
C -2.100 0.697 -1.405 1.1 1.1 1.1 -0.47
C 0.755 1.324 -0.073 0.8 -0.8 0.3 -0.59
C -0.930 -0.316 -1.145 -1.9 0.2 -1.6 -0.30
C 0.000 0.000 0.000 -0.4 -1.0 0.5 -0.30
H -2.696 0.892 -0.492 0.2 -0.5 -0.3 0.07
H -2.806 0.454 -2.222 0.7 0.1 0.2 0.08
H 1.397 1.421 0.824 -0.2 -0.1 -0.4 0.07
H 1.420 1.226 -0.953 -0.3 0.6 0.3 0.09
H -0.341 -0.432 -2.075 -0.4 0.1 0.2 0.11
H -1.498 -1.253 -0.988 0.8 0.0 0.2 0.11
H 0.753 -0.810 -0.048 -0.2 0.4 0.4 0.12
H -0.615 -0.165 0.906 0.6 0.5 0.0 0.12
O 4.180 0.232 1.586 0.6 1.1 -0.1 -0.09
H 4.934 0.449 0.993 -0.8 -0.2 0.7 0.05
H 4.036 1.050 2.114 0.2 -0.9 -0.6 0.05
```
Forces are in eV/Å.

***

3.
Density functional theory data (the ωB97M-V functional and the def2-TZVPD basis) for an isolated molecule of C4H7N3 at a distorted geometry.

Properties
Frontier orbital gap in eV: 10.27
LUMO in Eh: 0.0259
SMILES: [H]/N=C(\C#N)NCC
HOMO energy in eV: -9.6
Energy relative to the best compared isomer or geometry (same formula, charge and spin) in eV: 0.523

The geometry in XYZ format:
```
14
Properties=species:S:1:pos:R:3:forces:R:3:lowdin_charge:R:1
C -1.386 1.034 -0.092 0.0 0.0 0.0 -0.09
C -1.117 -0.444 0.217 -0.1 0.0 -0.1 -0.25
N 0.165 -0.714 0.853 0.2 0.1 -0.1 0.02
C 1.347 -0.496 0.213 0.1 0.0 0.1 -0.47
N 2.477 -0.491 0.807 -0.2 0.1 -0.3 0.13
C 1.232 -0.252 -1.234 0.2 0.4 -1.1 -0.16
N 1.242 0.037 -2.356 -0.1 -0.4 1.2 0.18
H -2.247 1.108 -0.764 0.0 0.0 0.2 0.08
H -0.539 1.498 -0.612 -0.2 -0.1 0.2 0.06
H -1.596 1.611 0.816 0.1 -0.1 -0.1 0.07
H -1.143 -1.024 -0.714 -0.1 0.1 0.2 0.11
H -1.892 -0.858 0.873 0.1 0.1 -0.2 0.12
H 0.245 -0.695 1.859 -0.1 0.0 -0.1 0.14
H 3.213 -0.313 0.131 0.1 -0.1 0.1 0.05
```
Forces are in eV/Å.